[1]
80
Properties=species:S:1:pos:R:3 method="wB97M-V/def2-TZVPD" e_above_lowest_ev=0.462 e_tot_ev=-70540.81207 homo_ev="1.70 / 0.17" fmax_ev_per_a=5.69 spin_multiplicity=3 total_charge=-2 e_lumo_ha="0.15401 / 0.15391"
P -0.04 0.08 -0.99
C -0.74 -1.39 -2.04
C -0.24 -1.64 -3.49
C -1.00 -2.72 -4.26
C -1.24 -3.99 -3.43
C -1.68 -3.74 -1.99
C -0.79 -2.72 -1.27
C 1.68 -0.71 -0.62
C 2.33 -1.48 -1.76
C 3.77 -1.88 -1.45
C 3.86 -2.65 -0.13
C 3.08 -2.00 1.02
C 1.66 -1.60 0.62
C 0.54 1.02 -2.49
C -0.65 1.53 -3.32
C -0.11 2.00 -4.68
C 0.93 3.11 -4.51
C 2.03 2.71 -3.52
C 1.46 2.20 -2.19
H -1.76 -0.97 -2.10
H 0.82 -1.94 -3.48
H -0.32 -0.74 -4.10
H -0.41 -2.98 -5.15
H -1.94 -2.31 -4.65
H -1.98 -4.60 -3.94
H -0.29 -4.55 -3.42
H -2.72 -3.38 -1.97
H -1.68 -4.69 -1.44
H -1.17 -2.56 -0.25
H 0.21 -3.16 -1.18
H 2.24 0.21 -0.39
H 4.40 -0.98 -1.43
H 2.32 -0.92 -2.70
H 1.76 -2.41 -1.91
H 4.14 -2.49 -2.28
H 4.90 -2.78 0.15
H 3.44 -3.65 -0.31
H 3.05 -2.68 1.87
H 3.62 -1.11 1.36
H 1.21 -1.04 1.44
H 1.06 -2.51 0.48
H 1.12 0.30 -3.09
H -1.46 0.79 -3.46
H -1.06 2.39 -2.77
H 0.37 1.16 -5.22
H -0.94 2.33 -5.30
H 0.44 4.05 -4.21
H 1.39 3.35 -5.48
H 2.69 3.56 -3.31
H 2.66 1.93 -3.98
H 2.28 1.95 -1.50
H 0.82 2.97 -1.72
Mo -1.49 1.98 1.82
Cl 0.66 2.46 1.16
Cl -3.32 1.73 0.51
C -1.59 0.54 3.04
H -2.61 0.48 3.42
C 0.68 -2.82 4.53
C -0.72 -2.77 4.68
C -1.47 -1.70 4.22
C -0.83 -0.60 3.56
C 0.58 -0.65 3.42
C 1.31 -1.74 3.91
H 1.23 -3.69 4.86
H -1.24 -3.60 5.15
H -2.56 -1.66 4.32
H 1.08 0.16 2.88
H 2.40 -1.78 3.77
N -1.93 3.25 2.91
C -2.35 4.04 3.99
C -3.21 5.15 3.80
C -3.93 5.65 4.88
C -3.78 5.07 6.16
C -2.77 4.12 6.37
C -2.02 3.65 5.30
H -3.33 5.54 2.78
H -4.62 6.49 4.73
H -4.43 5.39 6.98
H -2.56 3.74 7.37
H -1.23 2.91 5.40

[2]
18
Properties=species:S:1:pos:R:3 method="wB97M-V/def2-TZVPD" e_above_lowest_ev=5.430 e_tot_ev=-12395.52534 homo_ev=-14.50 fmax_ev_per_a=3.93 total_charge=+1 e_lumo_ha=-0.16860
N -0.45 -2.21 -0.04
C -1.09 -1.19 -0.39
C -1.43 -0.02 0.42
C -0.88 1.31 -0.24
C 0.67 1.43 0.09
N 1.37 0.34 -0.48
O 1.58 -0.76 0.54
C 2.59 -0.10 0.04
O 3.74 0.06 -0.08
H -0.60 -2.95 -0.76
H 0.12 -2.32 0.87
H -1.30 -1.15 -1.42
H -1.02 -0.01 1.38
H -2.45 0.10 0.46
H -1.02 1.28 -1.29
H -1.37 2.16 0.07
H 0.93 2.41 -0.27
H 0.61 1.61 1.12

[3]
54
Properties=species:S:1:pos:R:3 method="wB97M-V/def2-TZVPD" e_above_lowest_ev=0.000 e_tot_ev=-44565.39650 homo_ev=-8.63 fmax_ev_per_a=1.08 total_charge=0 e_lumo_ha=0.01352
C 1.50 -0.86 2.70
C 0.05 -0.49 3.00
C -0.21 1.01 2.81
C -1.67 1.41 3.07
C -2.60 0.94 1.96
C -2.09 1.45 0.61
C -0.64 0.98 0.41
N 0.20 1.46 1.48
C 1.23 2.33 1.41
O 1.80 2.74 2.40
C 1.72 2.79 0.04
S 3.46 2.26 -0.12
C 3.23 0.56 -0.46
N 2.10 0.15 -0.95
C 2.03 -1.19 -1.14
C 3.04 -2.12 -0.84
C 2.46 -3.37 -1.13
N 1.23 -3.22 -1.57
N 0.97 -1.90 -1.59
C -0.26 -1.42 -2.05
C -0.36 -0.18 -2.67
C -1.59 0.28 -3.10
C -2.74 -0.49 -2.94
C -4.07 0.00 -3.41
C -2.62 -1.74 -2.34
C -1.40 -2.21 -1.90
C 4.31 -1.65 -0.34
O 5.30 -2.28 -0.05
N 4.29 -0.24 -0.20
H 1.72 -0.70 1.65
H 1.68 -1.91 2.93
H 2.17 -0.25 3.29
H -0.18 -0.73 4.04
H -0.62 -1.09 2.37
H 0.43 1.55 3.52
H -1.98 0.99 4.03
H -1.72 2.50 3.14
H -3.61 1.32 2.14
H -2.65 -0.15 1.94
H -2.70 1.07 -0.21
H -2.12 2.54 0.60
H -0.28 1.32 -0.56
H -0.62 -0.11 0.40
H 1.19 2.43 -0.83
H 1.77 3.88 0.04
H 2.89 -4.34 -1.04
H 0.53 0.41 -2.82
H -1.66 1.24 -3.58
H -4.06 1.08 -3.55
H -4.85 -0.26 -2.71
H -4.31 -0.46 -4.37
H -3.50 -2.35 -2.21
H -1.30 -3.18 -1.44
H 5.13 0.17 0.17

[4]
18
Properties=species:S:1:pos:R:3 method="wB97M-V/def2-TZVPD" e_above_lowest_ev=1.019 e_tot_ev=-9894.42477 homo_ev=-14.59 fmax_ev_per_a=3.67 total_charge=+1 e_lumo_ha=-0.11131
C -0.21 1.20 1.73
O 1.01 1.88 1.32
C -0.13 -0.18 1.12
N 0.16 -0.23 -0.39
H -0.35 1.11 2.77
H -1.06 1.71 1.41
H 1.53 2.18 2.17
H -1.03 -0.76 1.14
H 0.72 -0.60 1.52
H -0.70 0.04 -1.02
H 0.93 0.43 -0.51
H 0.48 -1.26 -0.47
H 1.88 -3.30 -0.36
H 1.12 -3.05 -1.83
O 1.30 -2.63 -0.94
H -1.63 1.73 -2.95
H -2.37 0.54 -2.48
O -1.67 1.17 -2.23

[5]
13
Properties=species:S:1:pos:R:3 method="wB97M-V/def2-TZVPD" e_above_lowest_ev=0.000 e_tot_ev=-96978.12296 homo_ev=-7.94 fmax_ev_per_a=3.09 total_charge=0 e_lumo_ha=0.02236
C 0.85 2.53 1.31
S 0.03 0.93 1.49
C -0.42 0.69 -0.21
S 0.23 1.55 -1.54
C -0.55 0.51 -2.63
C -1.37 -0.45 -2.03
C -1.34 -0.26 -0.68
Br -2.21 -1.42 0.52
H 0.33 3.26 2.02
H 0.85 2.83 0.24
H 1.88 2.33 1.61
H -0.55 0.76 -3.70
H -2.00 -1.20 -2.63

[6]
21
Properties=species:S:1:pos:R:3 method="wB97M-V/def2-TZVPD" e_above_lowest_ev=0.517 e_tot_ev=-8839.50539 homo_ev=-14.65 fmax_ev_per_a=1.95 total_charge=+1 e_lumo_ha=-0.11215
C 1.44 1.82 -1.57
C 1.36 -0.19 -0.15
N 1.49 1.13 -0.28
N 0.67 -0.82 -1.09
N 2.01 -0.89 0.77
H 1.92 1.63 0.49
H -0.02 -0.45 -1.70
H 0.47 -1.78 -0.94
H 2.50 -0.32 1.44
H 1.70 -1.77 1.15
H 2.06 2.71 -1.44
H 0.44 2.17 -1.79
H 1.88 1.23 -2.37
C -2.05 -0.69 1.70
C -2.37 -0.39 0.24
H -1.63 -1.68 1.86
H -1.44 0.11 2.11
H -3.02 -0.73 2.20
H -2.59 0.64 -0.02
H -3.19 -1.01 -0.14
H -1.62 -0.74 -0.49